Formula: C32H41O8PSSe2Y
Source: the Open Molecules 2025 dataset
Level of theory: ωB97M-V/def2-TZVPD

Geometry as ORCA input:
```
! wB97M-V def2-TZVPD RIJCOSX def2/J DEFGRID3
* xyz -1 1
Y -1.25863 -0.64308 0.26835
O 1.04622 -4.20528 -0.46342
C 0.43590 -3.10228 0.12628
O 0.33504 -2.05538 -0.64166
C 1.08646 -2.80966 1.47051
O 0.38301 -1.70275 2.00979
C -0.13847 -1.83200 3.33088
C -1.54883 -1.21786 3.42239
O -2.00002 -1.03235 4.53997
O -2.10838 -0.99635 2.29865
H 0.95028 -4.04795 -1.41292
H 2.13148 -2.52526 1.28947
H 1.05042 -3.66621 2.14695
H 0.52701 -1.32427 4.03925
H -0.21179 -2.89106 3.59795
O -4.60368 -5.83289 -1.79769
C -3.62789 -5.22516 -2.64237
C -2.89744 -4.11276 -1.88140
C -1.91196 -3.49224 -2.87828
O -2.55631 -2.91279 -3.99625
C -3.95643 -3.11191 -1.34886
Se -3.55126 -1.17738 -1.36399
C -2.10919 -4.79451 -0.74815
Se -1.53699 -3.72894 0.77079
H -5.09031 -6.47564 -2.31985
H -4.10767 -4.79184 -3.52822
H -2.90046 -5.98286 -2.97116
H -1.26655 -4.28387 -3.27698
H -1.27387 -2.76223 -2.36272
H -2.94539 -2.08907 -3.64189
H -4.21966 -3.37552 -0.32309
H -4.86637 -3.21526 -1.93984
H -1.24215 -5.32554 -1.15179
H -2.75417 -5.54747 -0.28828
C 3.53506 3.55690 1.39903
C 3.69082 2.50130 0.34198
C 4.90513 2.40045 -0.33140
C 5.11702 1.44493 -1.31081
C 4.10365 0.55859 -1.64328
C 2.88953 0.63958 -0.98010
C 2.66975 1.60092 0.00844
P 1.01092 1.49475 0.75369
C 1.22388 1.86643 2.53807
C 0.44706 2.85049 3.14822
C 0.51198 3.07076 4.51319
C 1.36397 2.30354 5.29220
C 2.13408 1.32214 4.69511
C 2.07352 1.08232 3.32562
C 2.94308 0.00693 2.73958
C 0.07599 2.89235 0.07601
C 0.64265 3.87864 -0.72029
C -0.14396 4.79817 -1.39880
C -1.52999 4.71243 -1.26272
C -2.10446 3.73191 -0.47975
C -1.33220 2.77111 0.20703
C -1.92684 1.66034 0.91444
H 4.24798 4.36415 1.22764
H 3.71596 3.14754 2.39421
H 2.53172 3.97731 1.41397
H 5.69929 3.09471 -0.08197
H 6.07423 1.39489 -1.81363
H 4.25587 -0.19785 -2.40166
H 2.09279 -0.06141 -1.20917
H -0.21720 3.45079 2.54102
H -0.11326 3.82898 4.96364
H 1.41323 2.45437 6.36189
H 2.78933 0.70814 5.30140
H 3.10899 -0.78456 3.47115
H 3.91612 0.40593 2.44152
H 2.49418 -0.44498 1.85654
H 1.72021 3.91481 -0.84211
H 0.31135 5.56011 -2.01613
H -2.16867 5.42155 -1.77743
H -3.18296 3.67371 -0.39429
H -3.01934 1.69171 0.95567
H -1.54925 1.50897 1.93249
C 0.27912 1.39500 -3.96575
S -1.00374 0.39856 -3.20900
C -2.31318 1.61224 -3.29154
O -0.54254 0.37946 -1.77068
H 0.44422 2.25942 -3.32481
H -0.02921 1.69856 -4.96385
H 1.18091 0.79221 -4.02407
H -2.51983 1.80521 -4.34209
H -1.98953 2.51697 -2.77581
H -3.18936 1.17816 -2.81498
*
```

Computed properties:
maximum force: 0.62 eV/Å
electronic energy: -202095.2123 eV
Kohn-Sham gap: 6.6 eV

***

Formula: C32H42AsIrN4O3S3
Source: the Open Molecules 2025 dataset
Level of theory: ωB97M-V/def2-TZVPD

Geometry as ORCA input:
```
! wB97M-V def2-TZVPD RIJCOSX def2/J DEFGRID3
* xyz 1 2
Ir 0.64950 0.71429 0.26125
C 0.84702 7.18302 2.50795
C -0.34844 6.68581 1.69003
S -0.36441 4.96603 1.16236
C 1.13012 4.83331 0.14738
C 2.31789 4.47621 1.03599
S 1.62415 3.74286 2.54165
C 2.83309 4.28324 3.77101
C 2.72861 5.77930 4.07701
S 1.00921 6.35589 4.11305
H 0.70161 8.24561 2.69805
H 1.77280 7.07372 1.94686
H -0.43578 7.28858 0.78234
H -1.27477 6.80585 2.25319
H 1.27874 5.76151 -0.40297
H 0.91593 4.03415 -0.55948
H 2.90536 5.34823 1.31613
H 2.98257 3.73655 0.59301
H 3.81027 3.98365 3.38590
H 2.61875 3.68669 4.65752
H 3.28065 6.37420 3.35188
H 3.15428 5.99003 5.05663
N 1.55618 -0.42776 1.87667
N 2.86818 0.04267 2.08308
C 3.19942 1.23249 1.43137
O 4.10852 1.92612 1.84214
O 2.49218 1.48534 0.35449
H 0.95430 -0.20613 2.66668
H 1.54862 -1.43678 1.72784
H 3.26717 -0.07927 3.00083
C -6.10651 -2.44375 -3.00124
C -4.83129 -2.24178 -2.23159
C -4.69357 -1.19340 -1.33409
C -3.51327 -0.97730 -0.63187
C -3.45529 0.16218 0.35397
C -2.43641 -1.84341 -0.86116
As -0.75429 -1.38239 -0.03684
N 0.25017 -0.49086 -1.21847
C 0.39367 -0.19616 -2.57912
C 1.30601 0.77669 -2.99248
C 1.51783 1.00515 -4.34237
C 0.83881 0.26960 -5.30379
C -0.07693 -0.68544 -4.89239
C -0.30972 -0.91605 -3.54388
C 0.19990 -2.97290 0.51231
C 1.50172 -3.30916 0.10280
C 2.31446 -2.54176 -0.91380
C 2.07866 -4.45167 0.65597
C 1.42710 -5.24827 1.58620
C 2.07449 -6.48857 2.13744
C 0.15160 -4.87375 1.99088
C -0.47068 -3.74293 1.48232
C -1.84913 -3.38846 1.98717
C -2.55340 -2.93532 -1.73573
C -1.45408 -3.93590 -1.98966
C -3.76037 -3.11155 -2.39858
H -6.74974 -1.56772 -2.93787
H -6.66209 -3.29933 -2.61234
H -5.89702 -2.64081 -4.05265
H -5.52818 -0.52036 -1.17195
H -4.44294 0.60527 0.47040
H -2.76915 0.94801 0.03437
H -3.12409 -0.18059 1.33646
H 1.85698 1.33711 -2.24756
H 2.22818 1.76445 -4.64466
H 1.02524 0.43601 -6.35599
H -0.63040 -1.25764 -5.62652
H -1.04638 -1.64555 -3.24256
H 2.51418 -1.51524 -0.60310
H 1.80935 -2.48007 -1.87852
H 3.26973 -3.04201 -1.06356
H 3.07612 -4.72907 0.33304
H 3.14535 -6.49892 1.94171
H 1.64151 -7.38001 1.67948
H 1.91809 -6.56826 3.21346
H -0.37237 -5.47492 2.72660
H -2.11718 -4.02055 2.83129
H -2.60988 -3.51779 1.21573
H -1.90785 -2.34878 2.32408
H -0.46310 -3.48627 -1.99044
H -1.60231 -4.41440 -2.95668
H -1.45535 -4.71870 -1.22705
H -3.85911 -3.95056 -3.07975
O -1.56045 2.91124 -2.50940
C -1.04957 2.44893 -1.55681
N -0.55877 2.07829 -0.52109
*
```

Computed properties:
maximum force: 2.51 eV/Å
electronic energy: -142143.9634 eV
Kohn-Sham gap (alpha / beta): 6.5 / 3.6 eV

***

Formula: C32H42Cl2NOOsP3
Source: the Open Molecules 2025 dataset
Level of theory: ωB97M-V/def2-TZVPD

Geometry as ORCA input:
```
! wB97M-V def2-TZVPD RIJCOSX def2/J DEFGRID3
* xyz 2 5
P 0.79860 -3.68645 -0.30700
C 0.02529 -3.72586 -1.89423
C 1.01565 -4.34348 -2.71846
H 2.06370 -4.24923 -2.43634
C 0.63141 -5.19202 -3.72925
H 1.38788 -5.80888 -4.20311
C -0.71121 -5.28234 -4.10123
H -1.00739 -5.97581 -4.89598
C -1.65793 -4.47415 -3.45616
H -2.68782 -4.51359 -3.81358
C -1.30148 -3.67220 -2.36343
H -2.04439 -3.01176 -1.91793
C 2.04808 -2.45763 -0.19596
C 2.53281 -1.60636 -1.20562
H 1.92261 -1.36500 -2.07878
C 3.80750 -1.04968 -1.09129
H 4.22756 -0.46252 -1.89612
C 4.58812 -1.27276 0.05391
H 5.62176 -0.90648 0.10478
C 4.01933 -1.95112 1.12735
H 4.59654 -2.11346 2.02820
C 2.73782 -2.45991 1.05124
H 2.27602 -2.93354 1.91006
C -0.43447 -3.61489 1.01551
C -0.35234 -4.98439 1.39582
H 0.21677 -5.66354 0.78094
C -0.87139 -5.45447 2.58701
H -0.68934 -6.48549 2.83203
C -1.59945 -4.59975 3.42933
H -2.01084 -4.99979 4.36341
C -1.77919 -3.27481 3.02583
H -2.38334 -2.63874 3.68753
C -1.21275 -2.76096 1.84346
H -1.45173 -1.72187 1.59224
Os -1.56296 2.60405 -0.84747
C -0.17251 3.05042 0.65172
C 0.74534 2.26979 1.26177
H -0.31312 4.11887 0.88225
C 0.74161 0.77380 0.97649
O 0.59200 0.07537 2.26144
H 0.32469 -0.84790 2.10114
C -0.35435 0.48578 0.06756
H 1.70563 0.41092 0.59935
C -1.37626 0.80302 -0.66235
Cl -2.65677 4.69697 -0.81955
Cl -3.29290 1.73973 -2.47060
P -0.21868 2.64497 -2.72948
C -1.12725 3.65934 -3.93381
H -1.26464 4.65663 -3.50079
H -2.11005 3.19132 -4.08137
H -0.56288 3.69306 -4.87358
C 1.31130 3.53620 -2.31185
H 1.93369 2.90833 -1.65883
H 1.03690 4.45311 -1.77489
H 1.86137 3.78428 -3.22888
C 0.33616 1.14992 -3.62004
H -0.48829 0.42558 -3.67028
H 1.19548 0.69133 -3.10740
H 0.63320 1.43520 -4.64227
P 1.91772 2.92598 2.44541
C 1.84519 4.69972 2.28287
C 3.52737 2.28462 2.00081
H 0.82091 5.06096 2.47925
H 2.17920 5.00266 1.27472
H 2.54301 5.05822 3.05509
H 3.54978 1.18398 2.04613
H 4.19791 2.71692 2.75745
H 3.81093 2.62888 0.99348
C 1.45994 2.39223 4.08535
H 0.50734 2.86194 4.37547
H 2.28424 2.74714 4.72139
H 1.36173 1.29606 4.11266
H -1.98954 0.06065 -1.10504
C -6.10489 2.78601 1.18342
C -5.06628 2.00310 2.01132
C -3.86432 1.85237 1.19210
N -2.93396 2.21542 0.59906
H -5.65992 3.72082 0.81918
H -7.00011 3.03259 1.75638
H -6.40135 2.20142 0.30485
H -4.78710 2.55064 2.91891
H -5.43690 1.02052 2.29729
*
```

Computed properties:
maximum force: 4.85 eV/Å
electronic energy: -92761.2506 eV
Kohn-Sham gap (alpha / beta): 7.1 / 2.1 eV